{
  "formula": "C27H45BrMgN2O2P2",
  "method": "wB97M-V/def2-TZVPD",
  "symbols": ["N", "C", "C", "C", "C", "C", "C", "Mg", "P", "C", "C", "C", "C", "C", "C", "C", "Br", "H", "H", "H", "H", "H", "H", "H", "H", "H", "H", "P", "C", "C", "H", "H", "H", "H", "H", "C", "C", "H", "H", "H", "H", "H", "C", "C", "H", "H", "H", "H", "H", "C", "C", "H", "H", "H", "H", "H", "C", "C", "H", "H", "H", "H", "H", "C", "C", "H", "H", "H", "H", "H", "N", "C", "C", "O", "O", "H", "H", "H", "H", "H"],
  "positions_angstrom": [[-6.96064, 5.36152, -6.42712], [-6.76432, 5.90799, -5.22510], [-5.93430, 5.32659, -4.25637], [-5.29506, 4.10103, -4.54736], [-5.52911, 3.53368, -5.82620], [-6.37515, 4.20293, -6.72989], [-4.38348, 3.41676, -3.60254], [0.01416, 0.27316, 0.25122], [5.35704, -0.81383, -0.92710], [-3.48531, 2.48638, -4.02184], [-2.47372, 1.82532, -3.25668], [-1.39592, 1.25913, -3.98408], [-0.17622, 1.01206, -3.34346], [-0.14225, 1.24058, -1.99002], [-1.25492, 1.54852, -1.18571], [-2.48256, 1.82894, -1.84357], [1.99779, 0.62341, -1.32035], [-4.38866, 3.75673, -2.56166], [-3.40964, 2.33733, -5.09731], [-5.76940, 5.82351, -3.30294], [-5.06731, 2.59043, -6.11990], [-7.27884, 6.84506, -5.02035], [-6.54446, 3.73712, -7.71024], [-1.47062, 1.11668, -5.06649], [-3.39768, 2.10012, -1.28046], [0.66264, 0.62084, -3.92083], [-1.25524, 1.61254, -0.07995], [-0.62577, -1.95124, -1.12977], [5.13149, 0.96572, -0.58462], [6.22472, 1.83810, -1.18805], [5.05588, 1.10738, 0.50241], [4.15191, 1.26253, -0.99971], [6.05545, 2.88650, -0.90762], [7.20896, 1.52202, -0.82577], [6.21043, 1.74846, -2.28227], [4.66661, -1.15971, -2.58214], [5.45836, -2.30106, -3.22059], [4.76830, -0.24717, -3.18031], [3.59967, -1.38618, -2.49534], [5.17388, -2.44524, -4.26496], [6.53233, -2.09473, -3.19351], [5.30899, -3.23714, -2.67865], [4.30641, -1.64378, 0.32145], [5.19473, -1.93190, 1.53576], [3.86936, -2.55917, -0.11555], [3.47493, -0.95555, 0.54155], [4.73445, -2.66559, 2.20495], [6.17654, -2.31742, 1.23133], [5.35926, -0.99601, 2.07970], [-0.61027, -3.29770, 0.13011], [-1.71034, -4.35032, 0.06351], [-0.65825, -2.78156, 1.10299], [0.38072, -3.77246, 0.06080], [-2.67988, -3.94551, 0.37462], [-1.82134, -4.80685, -0.92674], [-1.46115, -5.15759, 0.76184], [0.46789, -2.60835, -2.44773], [-0.01492, -2.40284, -3.88110], [0.61076, -3.67967, -2.23270], [1.43593, -2.09645, -2.29411], [-0.90538, -3.00636, -4.11448], [-0.24356, -1.34866, -4.08777], [0.78184, -2.72366, -4.56596], [-2.30339, -2.07577, -1.85785], [-3.45386, -1.73665, -0.89786], [-2.41548, -3.10058, -2.25702], [-2.32748, -1.37296, -2.71035], [-4.00162, -0.86552, -1.29705], [-4.15479, -2.58492, -0.80746], [-3.10053, -1.47426, 0.11539], [-1.41575, 1.24528, 4.49124], [-2.01320, 0.24974, 3.53708], [-1.11555, 0.18660, 2.36981], [-1.45634, -0.52168, 1.36282], [-0.07201, 0.90494, 2.33504], [-0.63523, 0.82596, 5.02740], [-2.11634, 1.55197, 5.18568], [-1.04225, 2.07516, 3.99996], [-2.11107, -0.72042, 4.02226], [-2.99418, 0.59341, 3.22172]],
  "lowdin_charge": [0.07, -0.12, -0.01, -0.21, -0.01, -0.12, 0.01, 0.53, 0.93, -0.06, -0.20, 0.02, -0.12, -0.32, -0.14, 0.02, 0.83, 0.12, 0.11, 0.11, 0.10, 0.11, 0.12, 0.14, 0.14, 0.12, 0.09, 0.93, -0.49, -0.16, 0.08, -0.07, 0.08, 0.07, 0.07, -0.46, -0.17, 0.08, 0.01, 0.07, 0.07, 0.07, -0.46, -0.18, 0.08, 0.02, 0.07, 0.07, 0.07, -0.39, -0.13, 0.06, 0.09, 0.07, 0.08, 0.09, -0.38, -0.13, 0.09, 0.03, 0.08, 0.04, 0.09, -0.38, -0.14, 0.09, 0.07, 0.07, 0.08, 0.05, 0.21, -0.01, -0.61, -0.09, -0.01, 0.19, 0.19, 0.18, 0.17, 0.16],
  "total_charge": 2
}

{
  "formula": "C4H9BO",
  "method": "wB97M-V/def2-TZVPD",
  "symbols": ["B", "C", "C", "C", "C", "O", "H", "H", "H", "H", "H", "H", "H", "H", "H"],
  "positions_angstrom": [[-0.52938, 0.19870, -0.53376], [0.26684, 1.39256, 0.08400], [1.43807, -0.52824, 1.15347], [0.23291, -1.34449, 1.23023], [-1.33309, 0.44060, -1.89698], [-0.68731, -0.97972, 0.04572], [0.97476, 2.16702, -0.36672], [0.12053, 1.68679, 1.15772], [2.38761, -1.03079, 0.57058], [1.68515, 0.06134, 2.02001], [0.42669, -2.47185, 1.08255], [-0.47317, -1.00653, 2.02212], [-0.73868, 0.38023, -2.77487], [-1.70734, 1.36419, -1.86138], [-2.06360, -0.32982, -1.93268]],
  "lowdin_charge": [-0.64, 0.16, -0.02, -0.20, 0.00, 0.02, 0.07, 0.05, 0.12, 0.04, 0.14, 0.13, 0.06, 0.01, 0.05]
}

{
  "formula": "C38H35AsCaF6N5O6S2",
  "method": "wB97M-V/def2-TZVPD",
  "symbols": ["Ca", "O", "C", "N", "C", "O", "C", "C", "C", "C", "C", "N", "C", "C", "C", "C", "C", "N", "H", "H", "H", "H", "H", "H", "H", "H", "F", "C", "F", "F", "S", "O", "O", "N", "S", "O", "O", "C", "F", "F", "F", "C", "C", "C", "C", "C", "C", "As", "N", "C", "C", "C", "C", "C", "C", "C", "C", "C", "C", "C", "C", "C", "C", "C", "C", "C", "C", "H", "H", "H", "H", "H", "H", "H", "H", "H", "H", "H", "H", "H", "H", "H", "H", "H", "H", "H", "H", "H", "H", "H", "H", "H", "H", "H"],
  "positions_angstrom": [[-1.92656, -0.19567, 0.85028], [-5.11327, 2.79393, 0.70958], [-4.22581, 2.03606, 0.36096], [-2.93334, 1.97203, 0.79067], [-2.39489, 3.05959, 1.41306], [-2.73398, 4.22692, 1.32593], [-1.15645, 2.74060, 2.24446], [-0.55425, 3.76483, 2.96128], [0.57893, 3.48666, 3.70267], [1.07338, 2.19129, 3.71126], [0.41050, 1.23084, 2.96855], [-0.67534, 1.49478, 2.24077], [-4.56998, 0.97467, -0.68138], [-5.70884, 1.14350, -1.45638], [-5.98273, 0.22316, -2.45142], [-5.11718, -0.84477, -2.63854], [-4.01748, -0.94862, -1.80568], [-3.74868, -0.06473, -0.84743], [-0.99103, 4.75140, 2.90649], [1.07271, 4.26800, 4.26706], [1.96098, 1.92852, 4.27010], [0.76728, 0.20769, 2.93353], [-6.34010, 1.99751, -1.25714], [-6.85708, 0.33914, -3.07968], [-5.28519, -1.57901, -3.41389], [-3.30982, -1.76327, -1.91883], [-3.75604, -3.24630, 0.95370], [-3.12828, -4.00879, 1.85395], [-4.00917, -4.85285, 2.38801], [-2.18542, -4.71172, 1.22005], [-2.33029, -2.97803, 3.16355], [-1.53902, -2.03579, 2.37378], [-1.63776, -3.92661, 3.96969], [-3.51260, -2.29932, 3.92990], [-3.89082, -0.80401, 3.53497], [-4.22463, -0.65142, 2.13389], [-3.03648, 0.18715, 4.11869], [-5.49967, -0.71060, 4.42876], [-6.01577, 0.50188, 4.25141], [-6.35369, -1.61722, 3.95427], [-5.32379, -0.91933, 5.73264], [5.13976, 4.24989, 1.39861], [4.21024, 3.12872, 1.01656], [4.48942, 1.81322, 1.34474], [3.62704, 0.77192, 1.00217], [4.01610, -0.62181, 1.43453], [2.45311, 1.04216, 0.28126], [1.22955, -0.51466, 0.07388], [-0.26182, -0.13348, -0.83791], [-0.48884, 0.04838, -2.19564], [-0.03370, -0.83401, -3.19211], [-0.37313, -0.65704, -4.52359], [-1.19077, 0.39513, -4.91798], [-1.66302, 1.27005, -3.94745], [-1.31713, 1.10537, -2.61706], [2.37298, -1.67003, -1.07798], [3.19925, -1.21377, -2.11286], [3.23745, 0.22803, -2.55120], [3.99851, -2.12321, -2.80391], [3.99187, -3.47596, -2.50969], [4.84592, -4.45035, -3.27688], [3.14750, -3.92169, -1.50047], [2.33997, -3.04586, -0.78661], [1.43668, -3.61122, 0.28110], [2.14490, 2.37712, -0.02638], [0.89603, 2.77051, -0.76411], [3.02693, 3.38819, 0.33874], [6.01127, 3.87237, 1.93377], [4.63614, 4.97651, 2.03946], [5.49168, 4.78482, 0.51406], [5.39640, 1.58264, 1.89615], [4.77174, -0.57613, 2.21884], [4.42291, -1.19381, 0.59749], [3.15868, -1.18143, 1.81704], [0.57608, -1.67681, -2.89828], [-0.00392, -1.36172, -5.26087], [-1.46143, 0.52546, -5.95841], [-2.30967, 2.09392, -4.22855], [-1.69702, 1.78650, -1.86490], [2.25486, 0.68835, -2.44142], [3.52582, 0.28989, -3.60169], [3.94699, 0.81540, -1.96682], [4.63217, -1.76040, -3.60777], [5.55789, -3.93045, -3.91770], [4.22959, -5.09225, -3.91033], [5.40464, -5.09801, -2.59896], [3.11595, -4.98191, -1.26695], [1.50368, -4.69902, 0.29889], [0.39862, -3.33655, 0.09407], [1.68979, -3.23089, 1.27192], [0.03353, 2.20378, -0.42334], [0.99578, 2.57191, -1.83521], [0.69453, 3.83500, -0.63871], [2.77013, 4.41513, 0.09492]],
  "lowdin_charge": [1.28, 0.07, -0.47, 0.02, -0.46, 0.06, -0.19, 0.00, -0.05, -0.05, -0.15, 0.04, -0.19, 0.00, -0.06, -0.06, -0.13, 0.02, 0.11, 0.10, 0.10, 0.09, 0.12, 0.10, 0.10, 0.12, 0.13, -0.67, 0.14, 0.13, 0.59, -0.43, -0.25, -0.28, 0.60, -0.34, -0.26, -0.68, 0.15, 0.14, 0.14, -0.06, -0.28, -0.03, -0.29, -0.07, -0.30, 1.26, -0.41, -0.43, -0.06, -0.11, -0.13, -0.11, -0.08, -0.29, -0.28, -0.04, -0.02, -0.28, -0.06, -0.03, -0.29, -0.08, -0.27, -0.05, -0.02, 0.07, 0.08, 0.08, 0.11, 0.07, 0.08, 0.05, 0.09, 0.09, 0.08, 0.10, 0.09, 0.06, 0.08, 0.08, 0.11, 0.07, 0.08, 0.07, 0.11, 0.07, 0.06, 0.07, 0.03, 0.08, 0.08, 0.12],
  "total_charge": -1
}

{
  "formula": "C3H16O4S",
  "method": "wB97M-V/def2-TZVPD",
  "symbols": ["C", "C", "S", "C", "H", "H", "H", "H", "H", "H", "H", "H", "H", "H", "O", "H", "H", "O", "H", "H", "O", "H", "H", "O"],
  "positions_angstrom": [[1.45880, -1.69022, 2.69098], [0.66033, -0.47618, 3.04413], [-0.41448, -1.26275, -0.64424], [1.27983, -1.67233, -0.26764], [2.51506, -1.48162, 2.74954], [1.25671, -2.54072, 3.31857], [0.43833, -1.20577, 2.05261], [-0.06790, -0.64386, 3.84020], [0.78511, 0.57232, 2.74142], [1.68855, -2.13418, -1.16972], [1.29212, -2.53504, 0.55495], [1.90607, -0.82490, 0.06070], [0.73492, 2.48315, -0.68619], [0.68801, 1.09486, -1.23282], [1.28501, 1.67385, -0.69921], [-0.78954, 1.61909, -3.28327], [-0.65539, 2.85504, -4.28490], [-0.32368, 2.46934, -3.47335], [-2.56344, 1.06989, 1.13557], [-1.88625, 0.21103, -0.00899], [-2.44291, 0.96009, 0.17089], [-1.72606, -0.08865, -2.21413], [-2.89295, 0.88216, -1.84526], [-2.22624, 0.66539, -2.54985]],
  "lowdin_spin": [-0.01, 0.00, 0.81, 0.10, 0.00, 0.00, 0.00, 0.00, 0.00, 0.00, 0.01, 0.02, 0.00, 0.01, 0.02, 0.00, 0.00, 0.00, 0.00, 0.01, 0.02, 0.00, 0.00, 0.01],
  "s2": 0.75,
  "total_charge": 1,
  "spin_multiplicity": 2
}

Quick rundown of electronic energy, same order as above: -4772.07242 -257.79511 -6503.51748 -822.54246 a.u.
Quick rundown of M, same order as above: 595.826 83.927 950.849 148.224 g/mol
Quick rundown of relative energy (zero: lowest compared OMol25 entry of this formula, charge and spin), same order as above: 18.7 81.6 0.0 105.2 kcal/mol